Record 1
C2H4FPSi | ωB97M-V with the def2-TZVPD basis set

Atoms and positions in Å:
C  -2.0211  -3.0809  -0.1498
P  -2.4657  -3.5649  1.5180
C  -3.3613  -2.9161  0.1820
H  -4.2822  -2.5303  -0.0124
F  -0.0906  2.1301  -0.0465
Si  0.5584  0.9183  0.7618
H  1.9664  0.7260  -0.0412
H  0.6298  1.7779  1.9881
H  -0.5649  -0.0536  0.7198

Forces on atoms 1 to 6 (eV/Å):
C -0.67 0.24 -0.49
P -0.97 0.41 -0.91
C 3.96 -1.50 2.36
H -2.31 0.87 -0.96
F -0.48 0.60 -1.20
Si 0.99 1.36 -0.79

Output
ΔE to the lowest compared entry with this formula, charge and spin (kJ/mol): 205.85
Highest occupied orbital energy (eV): -8.706
Total charge: 0
SMILES: C1#P=C1.F[SiH3]
HOMO-LUMO gap (Eh): 0.280


Record 2
C2H4FeO | ωB97M-V with the def2-TZVPD basis set

Atoms and positions in Å:
O  1.8004  0.6474  0.3453
Fe  0.6262  -0.5532  -0.4112
C  -1.4839  0.5736  0.0351
C  -1.8364  -0.7311  -0.0867
H  -1.3186  0.9945  1.0326
H  -1.5134  1.2354  -0.8369
H  -1.8943  -1.3843  0.7887
H  -2.1254  -1.1506  -1.0546

Forces on atoms 1 to 6 (eV/Å):
O 1.04 0.95 0.61
Fe -1.59 -0.72 -0.45
C 0.46 0.40 0.00
C 0.30 -0.91 -0.18
H 0.04 0.11 -0.22
H -0.03 0.05 0.21

Output
<S²>: 12.017
ΔE to the lowest compared entry with this formula, charge and spin (kJ/mol): 0.00
Highest occupied orbital energy (alpha / beta) (eV): -22.792 / -23.045
Total charge: +2
HOMO-LUMO gap (alpha / beta) (Eh): 0.392 / 0.272
2S+1: 7


Record 3
C2H4GaO3 | ωB97M-V with the def2-TZVPD basis set

Atoms and positions in Å:
O  0.8807  1.5507  -0.1390
O  1.4655  -1.4487  -0.4232
C  -0.2767  1.3062  0.1546
C  -0.8342  -0.0781  0.1614
H  -0.9946  2.1247  0.3295
H  -1.6765  -0.1545  -0.5421
H  -1.2113  -0.3255  1.1664
Ga  2.1880  0.2125  -0.0709
O  0.1510  -1.0153  -0.1977
H  0.3080  -2.1720  -0.4388

Forces on atoms 1 to 6 (eV/Å):
O 3.90 0.34 0.07
O 6.02 2.75 0.34
C -4.10 -1.24 0.07
C -1.05 2.86 1.60
H 0.22 0.36 0.01
H 0.00 -0.09 -0.36

Output
Highest occupied orbital energy (eV): -27.537
Total charge: +3
HOMO-LUMO gap (Eh): 0.257


Number 1: E_tot -22018.688 eV. Number 2: E_tot -38546.020 eV. Number 3: E_tot -60608.917 eV.